7 unconnected molecules or ions with the total composition C15H44F3N7O9S in a non-equilibrium geometry. Source: OMol25; level of theory: ωB97M-V/def2-TZVPD.

HOMO energy ... -8.789 eV
Gap between HOMO and LUMO ... 8.996 eV
E ... -2356.21809 Eh
Total charge ... 0
Energy above the lowest of the compared OMol25 structures with the same formula, charge and spin ... 0.0 kcal per mole

XYZ file:
```
79
Properties=species:S:1:pos:R:3:mulliken_charge:R:1
O -0.52 0.66 0.28 0.0896
H -1.11 -0.10 -0.05 0.1231
H 0.03 1.01 -0.47 0.5205
H -1.06 1.35 0.72 0.6139
C 1.47 -0.37 -4.33 0.3757
F 1.73 0.76 -5.00 -0.2318
F 1.42 -1.37 -5.19 -0.2061
F 2.49 -0.56 -3.48 -0.2265
S -0.11 -0.22 -3.42 1.3346
O 0.20 0.69 -2.33 -0.8746
O -1.04 0.31 -4.40 -0.8623
O -0.42 -1.57 -2.99 -0.7760
C -3.81 1.13 -2.31 0.3988
O -3.02 0.75 -1.45 -0.4921
N -4.90 1.91 -1.96 -0.4316
N -3.78 0.68 -3.60 -0.3701
H -5.48 2.30 -2.67 0.1457
H -5.03 2.15 -0.99 0.2739
H -2.89 0.34 -3.95 0.2735
H -4.39 1.14 -4.27 0.2126
C -2.53 3.63 1.41 0.4527
O -1.57 2.90 1.23 -0.6707
N -2.80 4.26 2.60 -0.4372
N -3.48 3.81 0.42 -0.3805
H -2.17 4.16 3.37 0.2508
H -3.33 5.11 2.52 0.1837
H -4.13 4.57 0.52 0.1790
H -3.14 3.63 -0.51 0.2768
C -3.64 -3.12 0.29 -1.6703
C -2.84 -1.86 0.67 0.6649
C -2.44 -1.91 2.12 -0.8074
O -1.97 -0.63 2.49 -0.0894
C -1.55 -0.57 3.82 -0.8354
N -1.69 -1.65 -0.22 -0.5963
H -4.68 -3.10 0.65 0.4224
H -3.16 -4.02 0.70 0.3754
H -3.75 -3.23 -0.79 0.4415
H -3.54 -1.04 0.48 0.0576
H -1.68 -2.69 2.28 0.3139
H -3.34 -2.21 2.67 0.4118
H -0.97 0.34 3.99 0.2549
H -0.88 -1.40 4.07 0.2620
H -2.39 -0.56 4.52 0.2978
H -2.04 -1.43 -1.15 0.2469
H -1.21 -2.53 -0.37 0.2962
C 3.57 -5.75 2.65 -1.3954
C 2.79 -4.54 3.15 0.7450
C 2.23 -3.66 2.07 -0.7648
O 1.95 -2.39 2.67 -0.3812
C 1.53 -1.45 1.68 -0.3992
N 1.71 -4.94 4.05 -0.7344
H 4.53 -5.38 2.29 0.3368
H 3.03 -6.22 1.83 0.3173
H 3.70 -6.54 3.39 0.4007
H 3.51 -3.91 3.70 0.1673
H 1.32 -4.05 1.62 0.3143
H 3.05 -3.48 1.34 0.3159
H 0.57 -1.81 1.29 0.0913
H 2.27 -1.37 0.89 0.3416
H 1.26 -0.53 2.21 0.2290
H 1.93 -5.58 4.79 0.2072
H 1.22 -4.11 4.35 0.1985
C 3.60 1.78 -0.02 -1.5231
C 2.95 2.92 -0.80 0.3271
C 3.55 3.15 -2.17 -0.4138
O 3.20 4.46 -2.58 -0.3168
C 3.78 4.85 -3.80 -0.7492
N 1.48 2.70 -0.90 -0.2893
H 2.95 1.55 0.83 0.3036
H 4.49 2.12 0.51 0.4680
H 3.77 0.88 -0.61 0.2643
H 3.11 3.81 -0.19 0.3418
H 3.21 2.37 -2.87 0.1889
H 4.66 3.11 -2.15 0.4421
H 3.63 5.93 -3.85 0.2519
H 3.29 4.40 -4.66 0.2595
H 4.86 4.70 -3.76 0.3123
H 1.35 1.97 -1.59 0.1460
H 1.11 3.55 -1.32 0.2048
```



A molecular structure, C15H45F10K2N5O40P5S10 in a non-equilibrium geometry. Source: OMol25; level of theory: ωB97M-V/def2-TZVPD.

HOMO energy ... -2.976 eV
Gap between HOMO and LUMO ... 3.503 eV
E ... -11769.23289 Eh
Total charge ... -3
Energy above the lowest of the compared OMol25 structures with the same formula, charge and spin ... 287.9 kcal per mole

XYZ file:
```
132
Properties=species:S:1:pos:R:3:mulliken_charge:R:1
K -1.76 4.04 2.62 0.9728
K -5.52 0.73 3.77 0.9870
N -6.34 -6.36 0.40 -0.2382
S -7.84 -6.15 0.47 1.1150
O -8.41 -4.98 -0.11 -0.5519
O -8.58 -6.83 1.53 -0.6207
F -8.13 -7.21 -0.72 -0.3511
S -6.08 -5.57 1.83 1.0241
O -6.14 -6.40 3.04 -0.5761
O -6.48 -4.17 1.84 -0.5370
F -4.52 -5.41 1.56 -0.2629
N -2.74 0.47 0.36 -0.2914
S -3.23 0.22 -1.04 1.0591
O -4.01 -0.97 -1.23 -0.4713
O -2.49 0.83 -2.09 -0.6029
F -4.37 1.32 -0.86 -0.3229
S -1.47 -0.65 0.23 1.0356
O -0.12 -0.10 0.01 -0.6039
O -1.70 -1.95 -0.42 -0.5057
F -1.36 -1.03 1.82 -0.2590
N -11.78 0.85 -0.58 -0.2749
S -12.29 0.26 0.70 1.0737
O -13.08 1.05 1.62 -0.6198
O -11.54 -0.88 1.23 -0.5642
F -13.46 -0.59 0.05 -0.3172
S -10.76 1.99 0.22 1.0309
O -9.85 1.44 1.29 -0.5271
O -11.48 3.25 0.46 -0.5791
F -9.87 2.26 -1.06 -0.2217
N -3.22 -2.37 9.10 -0.2125
S -2.06 -1.93 8.32 0.9652
O -2.27 -1.16 7.07 -0.5637
O -0.77 -2.59 8.50 -0.6108
F -1.75 -0.76 9.37 -0.3369
S -3.88 -3.31 7.84 1.0797
O -3.07 -4.33 7.19 -0.5071
O -4.78 -2.50 7.06 -0.5158
F -4.86 -4.27 8.77 -0.2965
N -4.42 -3.95 -6.85 -0.2550
S -5.79 -3.97 -7.59 1.0877
O -5.92 -3.64 -9.00 -0.6142
O -6.93 -3.75 -6.68 -0.5756
F -5.79 -5.56 -7.71 -0.3179
S -4.37 -2.28 -6.94 1.0610
O -5.46 -1.65 -6.17 -0.5295
O -3.81 -1.63 -8.12 -0.5987
F -3.08 -2.20 -5.99 -0.2600
C 4.62 8.26 -3.72 -0.5945
O 4.29 6.83 -3.33 -0.3254
P 5.17 6.05 -2.20 1.0447
O 6.64 6.09 -2.34 -0.7031
O 4.78 6.85 -0.85 -0.2671
C 3.50 7.18 -0.49 -0.6750
O 4.59 4.56 -2.15 -0.2816
C 5.08 3.58 -1.28 -0.6573
H 5.70 8.26 -3.82 0.3195
H 4.42 8.82 -2.81 0.2357
H 4.14 8.61 -4.64 0.2339
H 2.70 6.50 -0.78 0.3173
H 3.30 8.21 -0.80 0.2400
H 3.70 7.17 0.58 0.2747
H 4.24 3.44 -0.60 0.2622
H 5.88 3.97 -0.66 0.3318
H 5.35 2.66 -1.79 0.2452
C 7.10 -2.52 5.00 -0.6894
O 7.45 -1.36 5.71 -0.3060
P 6.75 0.04 5.43 0.9964
O 7.26 0.78 4.25 -0.6586
O 5.15 -0.34 5.45 -0.2593
C 4.45 -0.44 4.22 -0.7564
O 6.97 0.87 6.76 -0.3092
C 8.18 1.44 7.10 -0.7074
H 6.32 -3.12 5.45 0.3049
H 7.92 -3.22 4.84 0.2933
H 6.78 -2.37 3.97 0.2999
H 4.97 -0.22 3.29 0.3417
H 3.65 0.30 4.19 0.2731
H 4.01 -1.41 4.01 0.3180
H 8.64 0.98 7.98 0.2722
H 7.95 2.46 7.41 0.2562
H 8.94 1.45 6.32 0.3313
C -3.72 10.90 -0.13 -0.6989
O -3.72 10.12 -1.33 -0.2938
P -2.66 8.95 -1.61 1.0608
O -2.34 8.07 -0.44 -0.6528
O -3.16 8.12 -2.88 -0.2776
C -4.30 7.32 -2.85 -0.6527
O -1.37 9.86 -2.11 -0.3508
C -1.58 10.83 -3.11 -0.6480
H -3.15 10.36 0.62 0.3224
H -4.72 11.04 0.27 0.2632
H -3.23 11.88 -0.22 0.2677
H -4.46 7.01 -1.82 0.3124
H -4.23 6.41 -3.45 0.2713
H -5.13 7.88 -3.28 0.2480
H -1.17 10.41 -4.03 0.2488
H -1.09 11.77 -2.87 0.2420
H -2.65 11.01 -3.19 0.3376
C 2.18 -0.25 -6.42 -0.7097
O 3.44 -0.81 -6.13 -0.2236
P 3.69 -2.43 -6.31 0.9784
O 2.63 -3.27 -6.85 -0.6377
O 5.20 -2.48 -6.96 -0.3615
C 5.39 -1.97 -8.34 -0.5790
O 4.05 -2.82 -4.77 -0.3307
C 3.07 -2.61 -3.80 -0.5648
H 2.36 0.77 -6.76 0.2589
H 1.41 0.00 -5.68 0.3191
H 1.76 -0.83 -7.24 0.3359
H 4.50 -1.40 -8.60 0.2828
H 5.69 -2.70 -9.09 0.2514
H 6.16 -1.21 -8.23 0.2487
H 2.48 -3.51 -3.64 0.2694
H 2.31 -1.86 -4.05 0.2282
H 3.58 -2.23 -2.91 0.2347
C 5.29 -9.11 1.02 -0.6663
O 4.55 -7.95 1.47 -0.2626
P 3.69 -8.20 2.85 0.9566
O 3.00 -9.50 3.08 -0.6523
O 4.73 -7.81 4.10 -0.2539
C 5.73 -8.61 4.64 -0.7131
O 2.62 -6.96 2.88 -0.3126
C 1.60 -6.88 3.92 -0.6082
H 5.80 -8.91 0.08 0.2785
H 4.71 -10.00 0.74 0.3065
H 6.05 -9.37 1.75 0.2691
H 5.69 -9.65 4.31 0.3285
H 5.72 -8.60 5.73 0.2401
H 6.63 -8.15 4.22 0.2761
H 0.68 -7.35 3.57 0.2682
H 1.44 -5.84 4.20 0.2699
H 1.89 -7.42 4.82 0.2748
```



A molecular structure, C15H45FNaO20P5 in a non-equilibrium geometry. Source: OMol25; level of theory: ωB97M-V/def2-TZVPD.

Multiplicity ... 2
HOMO energy (alpha / beta) ... -12.659 / -12.659 eV
⟨S²⟩ ... 0.752
Gap between HOMO and LUMO (alpha / beta) ... 10.238 / 4.215 eV
E ... -4072.41298 Eh
Total charge ... +1

XYZ file:
```
87
Properties=species:S:1:pos:R:3:mulliken_charge:R:1
Na -0.87 0.58 -1.65 0.9901
F 0.73 0.86 0.37 0.0619
C -4.05 -3.32 -1.56 -0.6539
O -2.79 -3.96 -1.26 -0.3687
P -1.64 -2.95 -0.57 0.4658
O -1.29 -1.73 -1.35 -0.0638
O -0.31 -3.91 -0.28 -0.1296
C 0.51 -4.27 -1.37 -0.1308
O -2.21 -2.53 0.84 -0.3527
C -1.46 -1.66 1.66 -0.1698
H -4.83 -4.09 -1.50 0.2665
H -4.01 -2.93 -2.57 0.2512
H -4.34 -2.53 -0.87 0.2981
H 0.20 -5.28 -1.62 0.3510
H 1.53 -4.32 -0.99 -0.2743
H 0.51 -3.57 -2.21 0.1291
H -0.52 -1.30 1.24 -0.2886
H -1.17 -2.13 2.60 0.3638
H -2.07 -0.78 1.87 0.2592
C -0.99 3.01 2.81 -0.5470
O -2.01 3.06 3.73 -0.3555
P -3.40 3.84 3.45 1.0184
O -3.15 5.28 3.07 -0.7130
O -4.27 3.59 4.78 -0.3776
C -4.43 2.28 5.33 -0.6686
O -4.17 2.88 2.39 -0.0195
C -5.47 3.16 1.98 -0.9685
H -0.12 3.39 3.36 0.3773
H -1.14 3.47 1.83 0.1198
H -0.70 1.98 2.60 0.2414
H -5.46 2.10 5.63 0.3129
H -3.95 2.18 6.30 0.3167
H -4.08 1.43 4.74 0.2477
H -5.80 4.19 2.11 0.4091
H -6.12 2.60 2.65 0.3150
H -5.73 2.90 0.95 0.2757
C -3.11 3.91 -0.80 -0.5453
O -2.16 4.84 -1.41 -0.3945
P -0.64 4.35 -1.61 0.9506
O -0.57 2.97 -2.20 -0.5552
O 0.10 5.52 -2.45 -0.3695
C 0.16 6.88 -2.04 -0.7567
O 0.05 4.54 -0.15 -0.1148
C 1.36 4.09 0.09 -0.5832
H -3.77 4.47 -0.13 0.2561
H -2.65 3.07 -0.28 0.1496
H -3.74 3.42 -1.55 0.3627
H 1.23 7.08 -1.92 0.3169
H -0.25 7.18 -1.07 0.3041
H -0.17 7.61 -2.78 0.3099
H 1.69 3.26 -0.54 0.1067
H 1.47 3.70 1.11 0.2422
H 2.10 4.87 -0.08 0.3037
C 1.48 -1.57 -6.17 -0.7198
O 1.85 -2.01 -4.83 -0.3372
P 1.71 -1.07 -3.55 0.3544
O 0.35 -0.54 -3.32 -0.4829
O 2.44 -1.94 -2.39 0.4550
C 3.66 -2.48 -2.57 -0.7424
O 2.80 0.13 -3.83 -0.3631
C 3.07 1.11 -2.83 -0.5447
H 2.36 -1.53 -6.81 0.2774
H 0.86 -0.68 -6.11 0.3241
H 0.96 -2.36 -6.71 0.2761
H 3.62 -3.48 -2.12 0.1676
H 4.33 -1.95 -1.89 0.2729
H 4.04 -2.56 -3.58 0.3951
H 2.86 2.08 -3.29 0.3112
H 4.12 1.11 -2.56 0.3582
H 2.60 0.98 -1.85 0.0200
C 3.19 -6.46 1.15 -0.4871
O 3.72 -5.50 2.03 -0.3364
P 3.97 -3.97 1.54 0.6876
O 4.89 -3.91 0.44 -0.6562
O 2.50 -3.32 1.32 0.1932
C 2.17 -1.96 1.07 -0.1488
O 4.50 -3.28 2.92 -0.4237
C 3.77 -3.34 4.14 -0.6114
H 3.91 -7.27 1.08 0.2537
H 3.04 -5.97 0.19 0.1895
H 2.26 -6.75 1.65 0.2306
H 1.77 -1.44 1.94 0.3430
H 1.39 -1.90 0.31 -0.4728
H 3.02 -1.43 0.67 0.4482
H 3.37 -2.36 4.41 0.2503
H 4.50 -3.70 4.86 0.2509
H 2.88 -3.96 4.03 0.2953
```



3 unconnected molecules or ions with the total composition C15H46BN6O5P4S in a non-equilibrium geometry. Source: OMol25; level of theory: ωB97M-V/def2-TZVPD.

HOMO energy ... -3.990 eV
Gap between HOMO and LUMO ... 3.477 eV
E ... -3092.01228 Eh
Total charge ... -1

XYZ file:
```
78
Properties=species:S:1:pos:R:3:mulliken_charge:R:1
C -6.34 4.41 -2.23 -0.9301
P -6.72 2.61 -2.86 0.1042
O -5.50 1.60 -2.11 -0.3571
C -8.40 2.07 -2.13 0.0705
C -8.35 0.68 -1.21 -0.2583
O -9.66 -0.01 -1.41 -0.6012
B -10.46 1.04 -2.08 0.9686
P -12.26 0.69 -2.64 -0.0677
S -13.30 0.43 -0.97 -0.5469
O -9.48 1.60 -3.07 -0.6744
H -6.84 5.22 -2.91 0.3006
H -6.70 4.48 -1.09 0.2614
H -5.16 4.55 -2.28 0.2464
H -4.63 2.09 -2.01 0.2179
H -8.73 3.03 -1.52 0.1055
H -8.14 0.94 -0.07 0.1831
H -7.61 -0.15 -1.64 0.1756
H -10.58 1.89 -1.27 -0.2191
H -12.83 1.88 -3.28 0.0130
H -12.43 -0.47 -3.47 0.0123
O -2.57 0.87 -0.31 -0.7579
P -1.11 0.67 0.18 0.5274
N -0.71 2.30 0.06 0.3853
C -0.44 3.06 -1.15 -1.1507
C -1.28 3.17 1.08 -1.2647
N -0.66 -0.35 -1.10 0.3008
C -0.17 0.10 -2.39 -1.0779
C -1.61 -1.44 -1.35 -1.0805
N 0.56 0.44 0.75 0.3306
C 0.59 0.16 2.18 -0.8389
C 1.74 1.20 0.38 -0.6249
H 0.14 3.95 -0.90 0.4201
H -1.36 3.37 -1.66 0.2357
H 0.18 2.53 -1.86 0.4223
H -0.57 3.29 1.90 0.2864
H -2.20 2.75 1.51 0.3697
H -1.54 4.17 0.71 0.4298
H -0.87 0.79 -2.88 0.3029
H 0.00 -0.74 -3.08 0.3858
H 0.81 0.57 -2.31 0.2055
H -2.46 -1.11 -1.95 0.3562
H -2.00 -1.83 -0.40 0.3157
H -1.13 -2.29 -1.85 0.3321
H 0.46 1.08 2.77 0.3234
H 1.53 -0.31 2.48 0.0726
H -0.21 -0.53 2.45 0.3567
H 1.79 2.18 0.88 0.2437
H 1.82 1.37 -0.70 0.2159
H 2.65 0.65 0.65 -0.0507
O 4.34 -1.35 2.12 -0.7799
P 5.37 -2.47 1.85 0.6316
N 6.58 -1.75 2.76 0.3651
C 7.40 -0.60 2.42 -1.2365
C 6.41 -1.83 4.21 -1.1923
N 5.41 -2.22 0.16 0.2347
C 6.25 -1.26 -0.52 -1.0517
C 4.07 -2.15 -0.45 -1.0792
N 6.56 -3.75 1.53 0.0442
C 6.22 -4.97 2.26 -1.0345
C 8.00 -3.63 1.44 -0.8476
H 8.32 -0.61 3.01 0.4146
H 6.87 0.34 2.59 0.3384
H 7.74 -0.62 1.39 0.3984
H 6.94 -2.70 4.60 0.2927
H 5.35 -1.94 4.48 0.3201
H 6.78 -0.94 4.74 0.4200
H 6.11 -0.24 -0.14 0.3257
H 6.05 -1.24 -1.60 0.3757
H 7.30 -1.53 -0.45 0.2468
H 3.63 -1.15 -0.35 0.3335
H 3.39 -2.87 0.02 0.2850
H 4.11 -2.41 -1.51 0.4014
H 6.50 -4.90 3.31 0.3203
H 6.70 -5.85 1.82 0.3398
H 5.13 -5.15 2.21 0.3475
H 8.48 -3.55 2.42 0.2726
H 8.32 -2.79 0.83 0.2046
H 8.43 -4.52 0.94 0.3324
```



3 unconnected molecules or ions with the total composition C15H46BrFN6O7P5 in a non-equilibrium geometry. Source: OMol25; level of theory: ωB97M-V/def2-TZVPD.

HOMO energy ... -3.885 eV
Gap between HOMO and LUMO ... 5.818 eV
E ... -5835.01371 Eh
Total charge ... -1

XYZ file:
```
81
Properties=species:S:1:pos:R:3:mulliken_charge:R:1
C -2.30 -3.73 -5.19 -1.6012
C -0.95 -3.60 -4.52 1.2017
F -0.32 -2.49 -5.33 -0.4202
O -0.10 -4.61 -4.69 -0.6015
P 1.34 -4.33 -3.57 -0.4263
O 0.42 -3.05 -2.70 -0.0468
C -0.92 -2.98 -3.11 0.6054
P -1.91 -3.84 -1.75 -0.2398
O -1.95 -2.61 -0.69 -0.1540
O -0.86 -4.88 -1.06 -0.3936
P -1.56 -1.21 -3.35 -0.1959
O -0.83 -0.44 -2.08 0.2661
Br -3.82 -1.26 -2.87 -0.3964
H -2.22 -4.45 -6.00 0.4320
H -2.58 -2.78 -5.65 0.4061
H -3.09 -4.02 -4.50 0.2797
H 2.04 -5.41 -4.27 -0.0219
H 0.77 -5.37 -2.75 -0.0889
H 2.38 -4.19 -2.57 0.0183
H 1.95 -3.42 -4.48 -0.0422
H -1.05 -2.35 -0.41 0.1675
H -0.42 -4.44 -0.31 0.3477
H -1.50 0.14 -1.70 0.0787
O -0.87 2.60 -1.04 -0.9805
P -0.09 3.69 -0.37 0.6166
N -0.88 5.08 -1.02 0.2918
C -0.63 5.55 -2.37 -1.0606
C -2.29 5.14 -0.67 -1.0870
N 1.44 3.34 -1.02 0.3506
C 2.30 4.29 -1.69 -1.1197
C 1.63 1.99 -1.57 -0.8108
N 0.68 4.60 0.94 0.1074
C 0.67 3.87 2.21 -0.8542
C 0.42 6.02 1.18 -0.9533
H -1.10 6.53 -2.50 0.3923
H -1.01 4.88 -3.15 0.2728
H 0.43 5.72 -2.54 0.2876
H -2.40 5.16 0.43 0.3014
H -2.86 4.28 -1.04 0.2485
H -2.74 6.05 -1.05 0.3686
H 2.03 4.40 -2.75 0.3885
H 3.34 3.95 -1.65 0.3631
H 2.28 5.26 -1.20 0.2592
H 1.22 1.88 -2.57 0.3249
H 1.16 1.24 -0.94 -0.0156
H 2.70 1.76 -1.60 0.3916
H -0.33 3.84 2.67 0.3168
H 1.36 4.32 2.92 0.4460
H 1.00 2.84 2.05 0.0331
H -0.60 6.24 1.50 0.2730
H 0.66 6.61 0.30 0.2849
H 1.10 6.34 1.98 0.3992
O 0.34 -2.75 1.04 -0.6727
P 0.41 -2.33 2.48 0.2568
N -1.11 -1.57 2.77 0.3888
C -1.38 -0.18 2.44 -1.0452
C -2.24 -2.45 2.50 -1.1324
N 1.76 -1.30 2.42 0.2570
C 1.82 0.00 3.03 -1.0165
C 2.59 -1.37 1.22 -0.9075
N 0.71 -2.72 4.16 0.1733
C 1.32 -4.04 4.33 -1.0626
C -0.27 -2.48 5.22 -0.9417
H -2.33 0.09 2.89 0.4523
H -1.44 0.01 1.36 0.1934
H -0.66 0.51 2.87 0.2995
H -2.17 -3.36 3.12 0.3124
H -2.31 -2.76 1.46 0.3207
H -3.18 -1.95 2.77 0.3890
H 1.38 0.77 2.38 0.1909
H 2.86 0.28 3.22 0.3983
H 1.32 0.03 4.00 0.2661
H 2.17 -0.80 0.39 0.1705
H 2.72 -2.39 0.89 0.3381
H 3.58 -0.97 1.45 0.3928
H 0.61 -4.86 4.16 0.3240
H 1.73 -4.15 5.34 0.3984
H 2.15 -4.16 3.63 0.3080
H -1.17 -3.10 5.14 0.2796
H -0.56 -1.44 5.26 0.2497
H 0.21 -2.72 6.17 0.4083
```